Here is C24H38BrNiO5S5Si as an isolated structure from OMol25. Energies are from the ωB97M-V functional and the def2-TZVPD basis.

Output
- Total charge: -1
- HOMO energy (spin up / spin down): -5.00 / -5.05 eV
- Multiplicity: 3
- Gap between HOMO and LUMO (spin up / spin down): 7.395 / 7.446 eV
- Largest force on an atom: 0.023 hartree/bohr
- LUMO energy (spin up / spin down): 0.0881 / 0.0880 Ha
- Energy above the lowest of the compared OMol25 structures with the same formula, charge and spin: 0.00 kJ/mol
- ⟨S²⟩: 2.01

Geometry as XYZ:
```
75
C24H38BrNiO5S5Si the ωB97M-V functional and the def2-TZVPD basis
Ni -0.36 -0.94 -1.67
O -4.02 -2.39 -0.72
C -3.06 -1.98 -1.36
O -1.87 -1.85 -0.87
C -3.22 -1.67 -2.84
C -2.17 -2.49 -3.61
C -2.49 -2.54 -5.10
C -2.07 -1.12 -5.56
C -1.66 -0.48 -4.24
O -1.02 -1.61 -3.57
C -2.86 -0.21 -3.33
C -2.51 0.81 -2.23
O -3.32 1.67 -1.94
O -1.31 0.72 -1.73
H -4.23 -1.95 -3.12
H -1.92 -3.44 -3.15
H -1.90 -3.31 -5.60
H -3.55 -2.74 -5.27
H -1.20 -1.17 -6.22
H -2.86 -0.56 -6.05
H -0.95 0.34 -4.30
H -3.69 0.22 -3.88
C 2.47 -1.98 3.20
C 2.10 -0.50 3.39
C 3.30 0.31 2.89
C 1.92 -0.26 4.90
Si 0.51 0.01 2.46
Br 0.92 -0.91 0.42
C 0.35 1.89 2.14
C -1.05 2.25 1.60
C 1.34 2.40 1.09
C 0.58 2.66 3.45
C -1.10 -0.80 3.11
C -1.59 -0.05 4.35
C -0.86 -2.27 3.50
C -2.23 -0.81 2.06
H 3.38 -2.18 3.78
H 2.70 -2.21 2.16
H 1.71 -2.68 3.53
H 4.21 -0.09 3.37
H 3.24 1.36 3.15
H 3.44 0.23 1.81
H 2.87 -0.47 5.41
H 1.17 -0.92 5.33
H 1.64 0.77 5.14
H -1.29 1.70 0.68
H -1.05 3.31 1.35
H -1.84 2.08 2.32
H 1.14 1.96 0.11
H 2.39 2.22 1.33
H 1.21 3.48 0.99
H -0.10 2.36 4.25
H 0.41 3.73 3.26
H 1.60 2.56 3.82
H -0.85 -0.01 5.16
H -2.48 -0.56 4.75
H -1.89 0.98 4.13
H -0.18 -2.37 4.35
H -0.47 -2.86 2.67
H -1.81 -2.71 3.79
H -2.58 0.18 1.80
H -3.08 -1.36 2.49
H -1.96 -1.33 1.15
C 1.62 1.88 -5.67
S 3.21 1.03 -5.51
C 3.43 1.14 -3.78
C 2.78 0.40 -2.85
S 1.61 -0.86 -3.11
S 3.24 0.78 -1.21
C 4.40 2.01 -1.51
S 5.23 2.80 -0.31
S 4.58 2.32 -3.19
H 1.30 1.78 -6.70
H 1.71 2.93 -5.41
H 0.90 1.39 -5.02
```

List of Mulliken charges in e, atom by atom: 0.02, -0.77, -0.04, -0.65, -0.05, -0.08, -1.00, -1.02, 0.29, -0.17, 0.44, -0.14, -0.76, -0.26, 0.46, 0.65, 0.37, 0.35, 0.36, 0.41, 0.06, 0.49, -1.84, 2.44, -1.91, -1.84, -0.64, 0.10, 2.95, -2.22, -1.73, -1.94, 2.97, -1.90, -2.25, -2.09, 0.56, 0.33, 0.34, 0.64, 0.29, 0.29, 0.54, 0.31, 0.30, 0.35, 0.62, 0.33, 0.10, 0.25, 0.56, 0.33, 0.53, 0.32, 0.33, 0.53, 0.30, 0.39, 0.35, 0.61, 0.30, 0.55, 0.27, 0.11, -0.12, 0.09, -0.42, -0.21, 0.29, 0.02, -0.32, -0.20, 0.32, 0.30, -0.55

Here is C2H3N3O2 in the gas phase from OMol25. Energies are from the ωB97M-V functional and the def2-TZVPD basis.

Output
- SMILES: O/N=c1\cn[nH]o1
- HOMO energy: -8.78 eV
- Multiplicity: 1
- Gap between HOMO and LUMO: 9.207 eV
- Largest force on an atom: 0.017 hartree/bohr
- LUMO energy: 0.0156 Ha
- Energy above the lowest of the compared OMol25 structures with the same formula, charge and spin: 463.66 kJ/mol

Geometry as XYZ:
```
10
C2H3N3O2 the ωB97M-V functional and the def2-TZVPD basis
C 0.30 -0.28 0.02
C -0.29 1.07 0.03
H 3.22 -0.04 -0.08
H 0.21 2.03 0.06
H -2.57 -0.58 0.56
N 1.50 -0.70 -0.03
N -1.57 0.98 0.00
N -1.92 -0.32 -0.17
O 2.37 0.40 0.01
O -0.74 -1.13 0.06
```

List of natural (NBO) charges in e, atom by atom: 0.39, -0.06, 0.48, 0.24, 0.37, -0.20, -0.19, -0.13, -0.58, -0.33

Here is C22H24BrFeOS as an isolated structure from OMol25. Energies are from the ωB97M-V functional and the def2-TZVPD basis.

Output
- Total charge: -1
- HOMO energy (spin up / spin down): -0.38 / -3.42 eV
- Multiplicity: 5
- Gap between HOMO and LUMO (spin up / spin down): 2.573 / 3.243 eV
- Largest force on an atom: 0.090 hartree/bohr
- LUMO energy (spin up / spin down): 0.0805 / -0.0067 Ha
- Energy above the lowest of the compared OMol25 structures with the same formula, charge and spin: 237.55 kJ/mol
- ⟨S²⟩: 6.03

Geometry as XYZ:
```
50
C22H24BrFeOS the ωB97M-V functional and the def2-TZVPD basis
C -2.33 1.06 3.71
S -2.34 0.27 2.07
C -2.99 1.68 1.13
C -0.58 0.31 1.34
C 0.29 -0.25 2.48
C 1.76 0.04 2.57
C 2.20 1.37 2.60
C 3.56 1.65 2.76
C 4.48 0.58 2.88
Br 6.34 0.94 2.96
C 4.02 -0.74 2.92
C 2.66 -1.00 2.84
O -0.20 -0.98 3.34
H -3.36 1.03 4.07
H -1.69 0.51 4.40
H -2.02 2.11 3.63
H -4.08 1.67 1.21
H -2.57 2.60 1.56
H -2.70 1.56 0.08
H -0.34 1.35 1.11
H 1.45 2.17 2.55
H 3.92 2.67 2.78
H 4.74 -1.56 3.01
H 2.27 -2.01 3.00
C -0.93 -2.00 0.44
C -0.47 -0.57 0.13
C -1.13 -0.11 -1.18
C -1.03 1.18 -1.86
C -1.78 1.12 -3.09
C -2.40 -0.19 -3.17
C -2.02 -0.93 -1.99
Fe -0.45 -0.34 -3.02
C 0.75 -1.90 -3.06
C 1.46 -0.67 -2.74
C 1.22 0.27 -3.83
C 0.37 -0.39 -4.81
C 0.08 -1.72 -4.33
H -0.67 -2.28 1.46
H -2.01 -2.11 0.29
H -0.43 -2.70 -0.24
H 0.62 -0.61 -0.08
H -0.53 2.06 -1.43
H -1.92 1.94 -3.80
H -3.07 -0.55 -3.96
H -2.39 -1.92 -1.71
H 0.80 -2.83 -2.50
H 2.12 -0.51 -1.90
H 1.67 1.25 -3.93
H 0.10 0.01 -5.78
H -0.44 -2.50 -4.89
```

List of natural (NBO) charges in e, atom by atom: -0.75, 0.77, -0.77, -0.33, 0.18, 0.02, -0.23, -0.26, -0.08, 0.03, -0.36, -0.16, -0.67, 0.23, 0.28, 0.22, 0.23, 0.21, 0.29, 0.22, 0.20, 0.21, 0.21, 0.22, -0.63, -0.27, -0.09, -0.35, -0.29, -0.28, -0.32, 0.02, -0.31, -0.29, -0.32, -0.28, -0.31, 0.23, 0.20, 0.22, 0.24, 0.21, 0.21, 0.21, 0.21, 0.21, 0.21, 0.21, 0.21, 0.21

Here is C16H18N2O4 in the gas phase from OMol25. Energies are from the ωB97M-V functional and the def2-TZVPD basis.

Output
- SMILES: C=CCn1c(O)c(Cc2ccc(OCC)cc2)c(=O)[nH]c1=O
- HOMO energy: -8.45 eV
- Multiplicity: 1
- Gap between HOMO and LUMO: 9.057 eV
- Largest force on an atom: 0.014 hartree/bohr
- LUMO energy: 0.0225 Ha
- Energy above the lowest of the compared OMol25 structures with the same formula, charge and spin: 69.36 kJ/mol

Geometry as XYZ:
```
40
C16H18N2O4 the ωB97M-V functional and the def2-TZVPD basis
C 3.55 3.49 -0.96
C 3.99 2.38 -0.40
C 3.35 1.72 0.78
N 3.10 0.30 0.52
C 2.08 -0.07 -0.31
C 1.84 -1.37 -0.63
C 2.67 -2.41 -0.06
O 2.55 -3.60 -0.24
N 3.68 -1.92 0.78
C 3.96 -0.62 1.10
O 4.86 -0.31 1.83
H 4.28 -2.62 1.20
C 0.72 -1.79 -1.55
C -0.61 -1.25 -1.10
C -1.11 -1.58 0.15
C -2.32 -1.08 0.60
C -3.06 -0.23 -0.21
C -2.57 0.11 -1.47
C -1.36 -0.39 -1.91
H -1.01 -0.13 -2.90
H -3.16 0.76 -2.10
O -4.26 0.32 0.12
C -4.83 0.02 1.38
C -6.15 0.76 1.48
H -6.81 0.45 0.68
H -5.99 1.83 1.39
H -6.62 0.56 2.43
H -4.99 -1.06 1.47
H -4.15 0.34 2.19
H -2.67 -1.37 1.58
H -0.54 -2.24 0.78
H 0.93 -1.46 -2.57
H 0.71 -2.88 -1.55
O 1.35 0.96 -0.76
H 0.57 0.62 -1.24
H 4.03 1.75 1.64
H 2.40 2.20 1.03
H 4.87 1.88 -0.78
H 4.05 3.94 -1.80
H 2.67 3.99 -0.59
```

List of natural (NBO) charges in e, atom by atom: -0.37, -0.19, -0.27, -0.44, 0.59, -0.31, 0.67, -0.62, -0.63, 0.79, -0.62, 0.43, -0.44, -0.08, -0.12, -0.31, 0.31, -0.25, -0.23, 0.22, 0.23, -0.50, -0.06, -0.62, 0.22, 0.21, 0.21, 0.17, 0.17, 0.22, 0.21, 0.21, 0.27, -0.66, 0.52, 0.26, 0.22, 0.20, 0.20, 0.19

Here is a 2-piece molecular cluster, C5H12O2 overall from OMol25. Energies are from the ωB97M-V functional and the def2-TZVPD basis.

Output
- SMILES: C/C=C(/O)CCO.[H][H]
- HOMO energy: -8.13 eV
- Multiplicity: 1
- Gap between HOMO and LUMO: 8.783 eV
- Largest force on an atom: 0.008 hartree/bohr
- LUMO energy: 0.0241 Ha
- Energy above the lowest of the compared OMol25 structures with the same formula, charge and spin: 197.42 kJ/mol

Geometry as XYZ:
```
19
C5H12O2 the ωB97M-V functional and the def2-TZVPD basis
C 2.48 -1.43 0.65
C 1.78 -0.19 1.14
C 0.66 0.36 0.65
O 0.21 1.53 1.21
C -0.15 -0.15 -0.51
C -1.64 -0.26 -0.21
O -2.16 1.06 -0.05
H 3.48 -1.19 0.29
H 2.60 -2.16 1.46
H 1.95 -1.93 -0.16
H -1.69 1.99 -3.04
H 2.24 0.33 1.97
H 0.21 -1.13 -0.82
H -0.68 1.71 0.86
H -0.03 0.53 -1.36
H -1.86 1.88 -2.32
H -1.80 -0.85 0.71
H -2.16 -0.76 -1.04
H -3.05 1.01 0.32
```

List of natural (NBO) charges in e, atom by atom: -0.63, -0.29, 0.31, -0.70, -0.49, -0.06, -0.75, 0.21, 0.21, 0.20, -0.01, 0.21, 0.23, 0.50, 0.23, 0.01, 0.17, 0.17, 0.48

Here is a 2-piece molecular cluster, C5H11NO2 overall from OMol25. Energies are from the ωB97M-V functional and the def2-TZVPD basis.

Output
- Total charge: -1
- HOMO energy (spin up / spin down): 0.93 / -4.71 eV
- Multiplicity: 2
- Gap between HOMO and LUMO (spin up / spin down): 2.533 / 8.048 eV
- Largest force on an atom: 0.139 hartree/bohr
- LUMO energy (spin up / spin down): 0.1273 / 0.1228 Ha
- Energy above the lowest of the compared OMol25 structures with the same formula, charge and spin: 282.22 kJ/mol
- ⟨S²⟩: 0.75

Geometry as XYZ:
```
19
C5H11NO2 the ωB97M-V functional and the def2-TZVPD basis
O -2.48 -0.96 2.09
C -2.68 -0.55 0.96
C -2.09 -1.09 -0.25
C -1.09 -0.02 -0.69
C 0.29 -0.32 -0.31
C 0.96 -1.09 -1.21
N 0.77 0.17 0.90
H -3.27 0.37 0.91
H -1.51 -2.03 -0.14
H -2.79 -1.28 -1.02
H -1.08 0.04 -1.95
H -1.27 1.10 -0.46
H 2.11 -1.28 -0.90
H 0.63 -1.42 -2.10
H 1.45 -0.46 1.18
H 0.05 0.17 1.60
H 4.07 3.33 -1.56
H 5.10 2.20 -1.09
O 4.83 3.03 -1.07
```

List of natural (NBO) charges in e, atom by atom: -0.68, 0.27, -0.55, -0.63, 0.17, -0.59, -0.81, 0.09, 0.22, 0.17, 0.08, 0.22, 0.14, 0.20, 0.35, 0.38, 0.48, 0.47, -0.98